Density functional theory data (the ωB97M-V functional and the def2-TZVPD basis) for 10 unconnected molecules or ions with the total composition C18H58N2O10.

Last column: Löwdin charge in e.
Atoms and positions in Å:
C1 -2.96199 1.93453 -2.66276  -0.1172
O1 -2.28990 3.09705 -3.11207  -0.1978
C2 -2.83647 3.43506 -4.38122  -0.2272
C3 -2.08979 4.61531 -4.98615  -0.4721
C4 -2.17584 5.81446 -4.00030  -0.0505
N1 -2.64590 4.89505 -6.24092  0.0352
H1 -3.99518 2.14566 -2.36270  0.0941
H2 -2.39887 1.50978 -1.81823  0.0728
H3 -3.01985 1.18193 -3.45057  0.0786
H4 -2.82023 2.55633 -5.04951  0.1253
H5 -3.89953 3.74494 -4.27946  0.1344
H6 -1.03489 4.33567 -4.98865  0.1275
H7 -1.80847 6.76680 -4.41628  0.0744
H8 -1.65711 5.64359 -3.06102  0.0691
H9 -3.21660 6.00830 -3.74833  0.0728
H10 -2.55947 4.13397 -6.89610  0.0767
H11 -2.24970 5.67732 -6.74840  0.0813
C5 0.05776 -5.25842 -0.99752  -0.1199
O2 -0.22719 -5.11848 0.39133  -0.2016
C6 0.90954 -4.58327 1.08126  -0.2147
C7 0.73145 -4.42919 2.60076  -0.4472
C8 0.27999 -5.78290 3.20984  -0.0582
N2 -0.20880 -3.42563 2.96461  0.0328
H12 -0.87848 -5.33833 -1.58169  0.0893
H13 0.70096 -6.11885 -1.18019  0.0832
H14 0.60236 -4.36841 -1.35659  0.0812
H15 1.79452 -5.21512 0.91494  0.1198
H16 1.20385 -3.60541 0.65795  0.1165
H17 1.71415 -4.10954 3.00992  0.1407
H18 1.03351 -6.52233 2.92612  0.0732
H19 -0.61892 -6.09769 2.68188  0.0683
H20 0.08777 -5.80523 4.28897  0.0764
H21 -1.16054 -3.67284 2.68092  0.0834
H22 0.05984 -2.48718 2.65493  0.0407
C9 -1.74375 -2.38742 -0.66364  -0.0799
C10 -2.82555 -1.27899 -0.77132  -0.3188
O3 -3.28761 -1.16251 -2.09215  -0.0781
H23 -0.98789 -2.10165 -1.39684  0.0769
H24 -2.16016 -3.36876 -0.94393  0.0712
H25 -1.29689 -2.47880 0.33558  0.0604
H26 -2.38403 -0.31884 -0.47234  0.0790
H27 -3.66467 -1.49867 -0.10766  0.1101
H28 -3.42918 -2.09827 -2.29609  0.0843
C11 -0.00353 0.43517 0.66901  -0.0873
C12 1.15849 0.50018 1.58399  -0.3073
O4 1.33998 -0.76342 2.22949  -0.0880
H29 0.07365 -0.46938 0.05496  0.0707
H30 -0.08416 1.28644 -0.01626  0.0840
H31 -0.93456 0.43324 1.24678  0.0582
H32 0.98509 1.29069 2.34670  0.1197
H33 2.07299 0.74517 1.02240  0.0957
H34 1.88668 -0.62433 2.98910  0.0200
C13 4.28101 -0.86475 5.14275  -0.1505
O5 3.01733 -0.92391 4.54332  -0.1220
H35 4.30135 -0.50580 6.17807  0.0862
H36 4.77396 -1.81780 5.06901  0.0759
H37 4.85885 -0.13828 4.53193  0.0817
H38 2.51522 -1.52241 5.10004  0.0924
C14 3.75635 -0.93916 -1.71151  -0.1084
O6 3.52027 0.48177 -1.50039  -0.1565
H39 4.64305 -1.06784 -2.34191  0.0780
H40 3.93059 -1.44368 -0.76424  0.0714
H41 2.88475 -1.37017 -2.21307  0.0780
H42 4.14928 0.78118 -0.82966  0.0237
C15 -2.28524 3.25978 1.77330  -0.1832
O7 -2.99874 2.30161 1.04104  -0.1272
H43 -1.35594 2.81373 2.15096  0.0674
H44 -1.99226 4.11526 1.13890  0.0900
H45 -2.86157 3.60565 2.63150  0.0798
H46 -3.62714 2.91493 0.65318  0.0760
C16 5.06694 1.41730 1.72302  -0.1446
O8 5.31652 1.64869 0.35239  -0.1237
H47 4.11827 1.90935 1.98580  0.0826
H48 4.96826 0.35543 1.92427  0.0813
H49 5.82459 1.85499 2.35853  0.0758
H50 5.35244 2.59213 0.15651  0.1028
C17 -2.20649 -0.10650 3.82423  -0.1689
O9 -3.02819 -0.42668 4.92896  -0.1155
H51 -1.22941 0.23785 4.15778  0.0798
H52 -2.07147 -0.98593 3.19130  0.0684
H53 -2.65566 0.71905 3.25983  0.0651
H54 -3.84930 -0.69746 4.49593  0.0781
C18 0.63490 1.78015 -3.25521  -0.1979
O10 1.86483 1.48848 -3.80363  -0.1095
H55 0.72817 2.53501 -2.45665  0.0871
H56 -0.03557 2.17788 -4.03509  0.0712
H57 0.16782 0.88462 -2.82663  0.0746
H58 2.38535 1.23879 -3.03708  0.0283

Force components x, y, z for each atom (eV/Å):
0.338 -0.307 0.507
-0.550 -0.256 -0.692
-0.404 0.491 0.199
1.090 0.137 2.566
-0.416 0.296 -0.570
-0.879 0.654 -2.008
0.042 0.124 0.121
-0.278 0.259 -0.240
0.145 -0.113 -0.022
0.154 0.170 0.068
0.303 -0.228 0.028
0.360 -0.142 -0.281
0.126 -0.452 -0.133
0.167 -0.289 -0.108
-0.258 -0.063 -0.007
-0.069 -0.442 0.108
0.103 0.217 0.514
-0.077 0.586 0.081
0.437 0.330 0.137
0.744 -0.052 -0.205
-0.216 -0.859 0.055
0.540 0.088 -0.763
-0.977 1.041 0.437
0.411 -0.110 0.529
-0.027 -0.228 -0.019
-0.197 -0.145 -0.005
-0.118 -0.297 -0.111
-0.385 -0.045 0.057
-0.350 -0.348 -0.301
-0.003 -0.153 0.340
-0.216 0.053 0.102
0.252 0.322 -0.305
0.506 0.281 0.017
-0.253 -0.420 -0.049
-0.636 0.570 -0.205
0.984 -0.183 1.186
-0.084 -0.733 -0.309
0.260 -0.270 0.093
0.100 0.273 0.116
-0.161 0.089 -0.279
-0.253 -0.201 -0.080
-0.038 0.068 0.207
-0.278 0.378 -0.720
-0.917 -0.158 -0.551
0.891 0.514 0.636
-0.871 0.095 -0.909
-0.149 0.129 0.116
0.274 -0.014 0.167
0.030 -0.288 -0.169
0.221 -0.302 -0.297
-0.138 0.056 0.103
0.749 -0.008 0.837
1.283 1.240 -0.737
-0.692 -0.110 0.439
-0.313 -0.087 -0.098
0.367 -0.497 0.126
-0.156 -0.438 0.482
-0.552 -0.107 -0.175
0.106 1.024 -0.121
-0.252 -1.141 -0.221
-0.150 -0.098 -0.001
-0.122 -0.115 0.126
0.145 0.169 0.129
0.122 0.221 -0.027
1.479 0.317 0.663
-0.380 0.438 -0.302
-0.214 0.024 -0.059
-0.118 -0.187 0.258
-0.006 0.180 0.111
-0.722 -0.821 -0.705
-1.002 0.934 0.303
0.350 -0.381 -0.546
0.079 -0.295 0.192
0.130 -0.099 -0.256
0.450 -0.054 0.151
-0.035 -0.151 0.217
0.154 0.382 -0.296
-0.376 -0.143 -0.161
0.014 -0.168 0.241
0.143 0.096 -0.193
0.100 -0.165 -0.237
-0.006 -0.019 0.611
-1.459 0.565 0.209
0.943 -0.246 -0.368
-0.253 -0.056 -0.159
0.282 -0.140 0.360
-0.186 0.038 0.034
0.819 -0.222 0.022

Summary:
lowest unoccupied orbital energy: 0.43 eV
structure (SMILES): COC[C@H](C)N.COC[C@H](C)N.CCO.CCO.CO.CO.CO.CO.CO.CO
total charge: 0

Density functional theory data (the ωB97M-V functional and the def2-TZVPD basis) for a single C11H11NS molecule.

Last column: Löwdin charge in e.
Atoms and positions in Å:
C1 -0.49679 2.86687 -0.61877  -0.3458
S1 -1.72029 1.90211 0.33944  0.9293
C2 -1.07449 0.30309 0.22517  -0.4130
C3 -2.17693 -0.87274 0.06769  -0.2362
C4 -1.81454 -2.30413 0.21898  -0.0823
C5 -3.48519 -0.45942 -0.08870  -0.3126
N1 -4.57661 -0.14217 -0.28359  0.1596
C6 0.33865 0.03037 0.20636  -0.2882
C7 0.89178 -0.88584 -0.69584  -0.0349
C8 2.25590 -1.10037 -0.72456  -0.0715
C9 3.09217 -0.40771 0.13787  -0.0783
C10 2.55517 0.50489 1.03312  -0.0722
C11 1.19238 0.72458 1.07039  -0.0564
H1 -0.29408 2.35303 -1.55351  0.0489
H2 0.41726 3.00653 -0.05082  0.0257
H3 -0.96801 3.82445 -0.81452  0.0324
H4 -0.80962 -2.41227 0.62658  0.0758
H5 -2.52729 -2.80506 0.87737  0.0860
H6 -1.85201 -2.81487 -0.74923  0.0883
H7 0.24708 -1.39925 -1.39283  0.1169
H8 2.67342 -1.80493 -1.43141  0.1066
H9 4.15838 -0.57555 0.10951  0.1033
H10 3.20156 1.04850 1.70704  0.1062
H11 0.77210 1.41989 1.78426  0.1125

Force components x, y, z for each atom (eV/Å):
-0.223 -0.311 0.310
0.268 0.175 -0.110
-5.558 -4.585 -0.969
6.080 4.711 1.004
-0.087 -0.284 -0.050
-1.060 0.307 -0.297
-0.212 0.042 0.068
0.708 -0.139 0.056
-0.161 0.182 0.109
0.183 -0.067 -0.028
-0.018 -0.025 -0.037
0.066 0.020 0.072
-0.036 -0.124 -0.025
0.030 0.047 -0.064
0.042 0.068 -0.064
-0.020 0.083 -0.028
-0.087 -0.022 -0.012
0.064 -0.045 0.004
0.017 -0.050 0.077
-0.079 -0.022 -0.045
-0.001 -0.012 -0.013
0.083 -0.010 -0.007
0.049 0.011 0.048
-0.046 0.052 0.001

Summary:
lowest unoccupied orbital energy (alpha / beta): -0.64 / -0.64 eV
structure (SMILES): CS/C(=C(/C)C#N)c1ccccc1
total charge: 0

| no. | E_tot (eV) |
| --- | --- |
| 1 | -43057.4019 |
| 2 | -23908.9592 |